a) C23H30N4O5 | wB97M-V/def2-TZVPD

XYZ file:
```
62
Properties=species:S:1:pos:R:3:nbo_charge:R:1
C 1.7847 2.2481 4.8815 -0.590
C 2.7424 2.0223 3.7092 -0.425
C 3.0025 0.5529 3.5295 -0.040
C 3.9949 -0.0760 4.2712 -0.203
C 4.2087 -1.4392 4.1768 -0.201
C 3.4201 -2.2069 3.3365 -0.214
C 2.4310 -1.6014 2.5844 -0.240
C 2.2281 -0.2295 2.6708 0.209
N 1.1903 0.3613 1.9002 -0.489
C -0.1817 0.0083 2.2153 -0.303
C -0.7523 -0.7855 1.0314 0.716
O -0.0455 -1.5703 0.4168 -0.700
N -2.0441 -0.5820 0.7751 -0.587
C -2.7093 -1.0676 -0.4133 -0.267
C -3.3134 0.1330 -1.1576 0.090
C -4.1199 -0.2915 -2.3864 -0.431
C -5.5266 -0.4449 -1.8126 -0.434
C -5.5502 0.6623 -0.7599 -0.064
O -4.2209 0.8108 -0.2894 -0.552
C 1.3698 1.0060 0.7166 0.707
O 0.4154 1.4379 0.0966 -0.631
C 2.7906 1.0850 0.2020 -0.497
C 3.0624 -0.1546 -0.6700 -0.474
C 2.3205 -0.0334 -1.9927 0.697
O 2.7789 0.5798 -2.9308 -0.615
N 1.1215 -0.6799 -2.0174 -0.630
C 0.2547 -0.6792 -3.0810 0.328
C 0.3922 -0.0489 -4.3494 -0.372
C -0.7521 -0.3883 -5.0047 0.336
C -1.2587 -0.0633 -6.3602 -0.659
O -1.5149 -1.1586 -4.2064 -0.289
N -0.8819 -1.3359 -3.0128 -0.205
H 1.6098 3.3113 5.0267 0.212
H 0.8302 1.7636 4.6895 0.202
H 2.2007 1.8352 5.7979 0.206
H 2.3053 2.4481 2.8050 0.216
H 3.6836 2.5376 3.9106 0.213
H 4.6051 0.5178 4.9367 0.211
H 4.9872 -1.9033 4.7634 0.215
H 3.5762 -3.2725 3.2644 0.218
H 1.8013 -2.1794 1.9234 0.245
H -0.1887 -0.6092 3.1154 0.235
H -0.7694 0.9163 2.3807 0.218
H -2.5450 0.1576 1.2469 0.410
H -3.5017 -1.7652 -0.1239 0.187
H -1.9773 -1.5706 -1.0496 0.268
H -2.5005 0.8260 -1.4027 0.202
H -4.1030 0.5011 -3.1345 0.210
H -3.7281 -1.2026 -2.8286 0.236
H -5.6441 -1.4219 -1.3435 0.202
H -6.3077 -0.3175 -2.5582 0.218
H -5.8784 1.6129 -1.2027 0.165
H -6.1955 0.4343 0.0930 0.183
H 3.5078 1.1180 1.0212 0.230
H 2.8943 1.9809 -0.4121 0.247
H 2.7703 -1.0611 -0.1403 0.223
H 4.1295 -0.1945 -0.8950 0.239
H 0.7600 -1.1331 -1.1776 0.455
H 1.2131 0.5477 -4.6803 0.265
H -1.5290 -0.9762 -6.8877 0.233
H -2.1491 0.5602 -6.2890 0.231
H -0.4942 0.4674 -6.9186 0.234
```

HOMO level: -8.856 eV
Multiplicity: 1
Total charge: 0
SMILES: CCc1ccccc1N(CC(=O)NC[C@H]1CCCO1)C(=O)CCC(=O)Nc1cc(C)on1
Frontier orbital gap: 0.353 hartree
LUMO level: 0.75 eV



b) C23H30N4O5 | wB97M-V/def2-TZVPD

XYZ file:
```
62
Properties=species:S:1:pos:R:3:nbo_charge:R:1
C 0.4954 0.7913 5.9038 -0.589
C 0.0863 -0.4291 5.0774 -0.429
C 1.2070 -0.9165 4.1998 -0.031
C 2.3732 -1.4135 4.7722 -0.150
C 3.4224 -1.8617 3.9929 -0.212
C 3.3243 -1.8302 2.6117 -0.208
C 2.1715 -1.3502 2.0212 -0.196
C 1.1230 -0.8908 2.8088 0.123
N -0.0695 -0.4496 2.1611 -0.438
C -1.0816 -1.4695 1.9264 -0.309
C -0.8538 -2.1844 0.5803 0.667
O -0.4233 -3.3157 0.5171 -0.619
N -1.1454 -1.4079 -0.4751 -0.632
C -1.0719 -1.8631 -1.8424 -0.261
C -2.4641 -2.2321 -2.3956 0.099
C -3.3302 -0.9949 -2.6615 -0.431
C -3.0196 -0.6943 -4.1259 -0.441
C -2.8204 -2.0979 -4.6936 -0.064
O -2.3152 -2.8996 -3.6381 -0.529
C -0.2148 0.7721 1.6278 0.721
O -1.2074 1.0695 0.9649 -0.698
C 0.8996 1.7574 1.9269 -0.492
C 0.6821 3.1229 1.2644 -0.497
C 1.1085 3.1016 -0.1959 0.694
O 2.1186 3.6310 -0.5985 -0.602
N 0.2398 2.4060 -0.9843 -0.637
C 0.4048 2.1385 -2.3200 0.322
C 1.3775 2.6488 -3.2220 -0.376
C 1.0657 2.0484 -4.4052 0.344
C 1.6685 2.1345 -5.7563 -0.661
O -0.0005 1.2466 -4.2325 -0.284
N -0.4059 1.3049 -2.9327 -0.208
H 0.7794 1.6191 5.2574 0.198
H -0.3344 1.1145 6.5276 0.214
H 1.3401 0.5601 6.5473 0.206
H -0.2039 -1.2334 5.7583 0.219
H -0.7824 -0.1733 4.4693 0.214
H 2.4501 -1.4581 5.8486 0.202
H 4.3152 -2.2454 4.4628 0.217
H 4.1356 -2.1886 1.9975 0.221
H 2.0660 -1.3400 0.9464 0.228
H -1.0205 -2.2085 2.7265 0.233
H -2.0640 -0.9894 1.9266 0.233
H -1.5125 -0.4796 -0.3081 0.423
H -0.4448 -2.7565 -1.8681 0.233
H -0.6304 -1.0762 -2.4571 0.218
H -2.9367 -2.9283 -1.6898 0.181
H -4.3857 -1.2403 -2.5366 0.207
H -3.0761 -0.1660 -2.0058 0.215
H -2.1009 -0.1161 -4.2012 0.223
H -3.8203 -0.1576 -4.6292 0.215
H -3.7757 -2.5225 -5.0345 0.159
H -2.1084 -2.1307 -5.5222 0.183
H 1.8522 1.3304 1.6059 0.247
H 0.9520 1.8804 3.0113 0.240
H 1.2877 3.8735 1.7722 0.240
H -0.3713 3.3989 1.3369 0.237
H -0.5601 1.9640 -0.5318 0.447
H 2.1607 3.3378 -2.9951 0.263
H 0.9485 2.5461 -6.4621 0.235
H 2.5470 2.7712 -5.7254 0.235
H 1.9494 1.1421 -6.1047 0.236
```

HOMO level: -8.961 eV
Multiplicity: 1
Total charge: 0
SMILES: CCc1ccccc1N(CC(=O)NC[C@H]1CCCO1)C(=O)CCC(=O)Nc1cc(C)on1
Frontier orbital gap: 0.349 hartree
LUMO level: 0.55 eV



Of them, b) has the lowest stability.



a) C2H12O3S2 | wB97M-V/def2-TZVPD

XYZ file:
```
19
Properties=species:S:1:pos:R:3:nbo_charge:R:1
C 1.8771 -0.9568 -0.1401 -0.629
C 1.6963 -0.6266 -1.5997 -0.538
S 1.6394 1.1438 -1.9408 0.103
S -0.1006 1.7652 -1.0654 -0.191
H 1.0265 -0.5638 0.4044 0.225
H 2.7659 -0.5140 0.2916 0.216
H 1.8940 -2.0373 -0.0064 0.207
H 0.8159 -1.1406 -1.9713 0.198
H 2.5246 -0.9988 -2.2009 0.226
H 0.3647 1.8907 0.1895 0.182
O -2.6556 0.4378 1.4751 -0.972
H -3.2363 1.1969 1.3392 0.469
H -2.6180 0.0879 0.5643 0.505
O -0.0437 1.2305 2.1042 -0.988
H -1.0012 1.0969 1.9586 0.502
H 0.0474 1.2801 3.0596 0.473
O -2.0327 -0.9608 -0.8113 -0.957
H -1.7124 -1.8022 -0.4696 0.480
H -1.2511 -0.5289 -1.1811 0.489
```

HOMO level: -9.022 eV
Multiplicity: 1
Total charge: 0
SMILES: CCSS.O.O.O
Frontier orbital gap: 0.351 hartree
LUMO level: 0.52 eV



b) C2H12O3S2 | wB97M-V/def2-TZVPD

XYZ file:
```
19
Properties=species:S:1:pos:R:3:nbo_charge:R:1
C 0.2397 -1.2064 1.2894 -0.644
C 0.7010 0.2176 1.2446 -0.647
S 2.3402 0.5030 0.6959 0.342
S -2.3676 -0.4930 -0.6925 -0.517
H -0.5865 -1.3123 1.9891 0.247
H 0.0113 -1.6208 0.3240 0.238
H 0.9554 -1.8818 1.7772 0.227
H 0.1760 0.8776 0.5235 0.328
H 0.5346 0.6637 2.2512 0.318
H -3.6870 -0.4973 -0.9473 0.135
H 0.0398 -1.3897 -3.2914 0.480
H -0.5304 -1.1001 -1.8545 0.494
O 0.3186 -1.2209 -2.3906 -0.990
H -2.7015 1.3172 2.5271 0.471
H -2.2807 0.2587 1.5045 0.490
O -2.0599 0.6312 2.3896 -0.987
H 1.9128 1.4798 -1.2110 0.433
H 1.1384 0.7036 -2.2780 0.500
O 1.4263 1.6018 -1.9989 -0.917
```

HOMO level: -8.401 eV
Multiplicity: 1
Total charge: 0
Frontier orbital gap: 0.118 hartree
LUMO level: -5.19 eV



Of them, b) has the lowest stability.



a) C8H19N | wB97M-V/def2-TZVPD

XYZ file:
```
28
Properties=species:S:1:pos:R:3:nbo_charge:R:1
C -1.9327 -1.5247 0.1148 -0.608
C -1.3730 -0.3088 0.8587 -0.206
C -2.2417 0.9249 0.5894 -0.615
C 0.1664 -0.1170 0.6559 -0.206
C 0.6587 1.1609 1.3527 -0.619
C 0.7137 -0.2735 -0.8015 -0.232
C 0.0803 0.6841 -1.8176 -0.615
C 2.2541 -0.1368 -0.9167 -0.212
N 3.0054 -1.0158 -0.0270 -0.827
H -2.9577 -1.7339 0.4412 0.211
H -1.3334 -2.4181 0.3173 0.206
H -1.9627 -1.3674 -0.9671 0.200
H -1.5031 -0.5263 1.9294 0.195
H -2.2348 1.2271 -0.4588 0.204
H -3.2839 0.7181 0.8588 0.209
H -1.9263 1.7811 1.1928 0.209
H 0.6128 -0.9485 1.2221 0.198
H 0.2339 1.2394 2.3597 0.212
H 1.7457 1.1603 1.4732 0.203
H 0.3865 2.0621 0.7964 0.205
H 0.4721 -1.2928 -1.1333 0.195
H -0.9688 0.4401 -1.9975 0.206
H 0.5802 0.6072 -2.7900 0.210
H 0.1479 1.7263 -1.4929 0.203
H 2.5671 0.9000 -0.7485 0.188
H 2.5528 -0.3825 -1.9430 0.189
H 2.9771 -0.6517 0.9234 0.348
H 2.5633 -1.9336 0.0082 0.348
```

HOMO level: -9.128 eV
Multiplicity: 1
Total charge: 0
SMILES: CC(C)[C@H](C)[C@@H](C)CN
Frontier orbital gap: 0.373 hartree
LUMO level: 1.01 eV



b) C8H19N | wB97M-V/def2-TZVPD

XYZ file:
```
28
Properties=species:S:1:pos:R:3:nbo_charge:R:1
C 0.5769 -1.8336 -0.5273 -0.405
C 0.8019 -2.0005 0.9770 -0.396
C 0.8326 -0.6420 1.6805 -0.406
C 1.8961 0.2699 1.0651 -0.398
C 1.6710 0.4368 -0.4391 -0.399
C 1.6404 -0.9217 -1.1426 -0.398
H -0.4206 -1.3827 -0.6924 0.207
H 0.5864 -2.8217 -1.0264 0.202
H 1.7711 -2.5101 1.1398 0.188
H 0.0090 -2.6381 1.4130 0.206
H 1.0252 -0.7768 2.7623 0.202
H -0.1583 -0.1603 1.5726 0.208
H 1.8866 1.2580 1.5643 0.204
H 2.8935 -0.1810 1.2302 0.190
H 0.7019 0.9464 -0.6019 0.191
H 2.4640 1.0744 -0.8751 0.204
H 1.4478 -0.7869 -2.2244 0.204
H 2.6312 -1.4034 -1.0346 0.190
C -2.2808 0.9089 -1.5872 -0.419
N -2.2340 0.7674 -0.1350 -0.625
C -2.0035 2.0531 0.5168 -0.419
H -1.2807 1.2126 -1.9397 0.192
H -3.0160 1.6578 -1.9269 0.165
H -2.5337 -0.0637 -2.0417 0.202
H -3.1310 0.3854 0.1909 0.351
H -2.7328 2.8262 0.2219 0.165
H -2.0522 1.9225 1.6110 0.202
H -0.9923 2.4028 0.2490 0.192
```

HOMO level: -8.993 eV
Multiplicity: 1
Total charge: 0
SMILES: C1CCCCC1.CNC
Frontier orbital gap: 0.370 hartree
LUMO level: 1.07 eV



Of them, b) has the lowest stability.



a) C3H11ClN2Si | wB97M-V/def2-TZVPD

XYZ file:
```
18
Properties=species:S:1:pos:R:3:nbo_charge:R:1
C 0.4684 0.7657 1.3085 -0.412
N 0.1481 -0.3992 0.6079 -0.302
C 1.3767 -1.1432 0.2760 -0.422
N -0.6424 -0.2281 -0.5424 -0.624
C -0.4112 0.8237 -1.5114 -0.434
Si -2.5125 -0.6287 -0.1987 1.258
Cl -3.6323 0.6802 0.8083 -0.383
H -0.4721 1.2673 1.5585 0.203
H 1.0557 0.5185 2.1059 0.200
H 1.1731 1.4023 0.7445 0.149
H 1.0807 -2.1184 -0.1068 0.207
H 1.9114 -0.6543 -0.4811 0.168
H 2.1175 -1.3441 1.1360 0.199
H 0.5272 0.9502 -1.8669 0.194
H -1.1211 0.5716 -2.2943 0.207
H -0.7167 1.8958 -1.2503 0.160
H -2.3355 -1.8305 0.5763 -0.159
H -2.9719 -0.4163 -1.4776 -0.208
```

HOMO level: -8.395 eV
Multiplicity: 1
Total charge: 0
SMILES: CN(C)N(C)[SiH2]Cl
Frontier orbital gap: 0.341 hartree
LUMO level: 0.88 eV



b) C3H11ClN2Si | wB97M-V/def2-TZVPD

XYZ file:
```
18
Properties=species:S:1:pos:R:3:nbo_charge:R:1
C -0.9773 1.2107 2.3157 -0.615
C 1.6433 0.0681 -2.4388 -0.401
C -1.2694 0.7467 0.8306 -0.847
N -0.5201 -3.0385 -0.1471 -0.851
N 0.7578 0.7173 -1.4695 -1.098
Si 0.4622 0.0678 0.1313 1.486
Cl 2.0714 0.1879 1.2934 -0.366
H -0.5365 0.3650 2.7668 0.204
H -0.2103 1.9467 2.3148 0.202
H -1.8200 1.6933 2.9456 0.216
H 1.8616 0.8399 -3.1375 0.192
H 2.7385 -0.2606 -2.0146 0.196
H 1.1832 -0.7542 -2.9056 0.193
H -1.5220 1.6083 0.2019 0.218
H -2.1795 0.0807 0.8218 0.249
H -1.5289 -3.0861 -0.1025 0.304
H -0.1248 -3.4846 0.6936 0.309
H -0.0292 1.0917 -2.0998 0.408
```

HOMO level (alpha / beta): -6.641 / -9.591 eV
Multiplicity: 1
Total charge: 0
Frontier orbital gap (alpha / beta): 0.235 / 0.352 hartree
LUMO level (alpha / beta): -0.25 / 0.00 eV



Of them, b) has the lowest stability.



a) C3H4FN | wB97M-V/def2-TZVPD

XYZ file:
```
9
Properties=species:S:1:pos:R:3:nbo_charge:R:1
C -0.0107 1.3894 -1.1765 -0.047
N 0.1944 0.8072 -0.0697 -0.463
C -0.2704 -0.3984 0.1479 0.521
C 0.2470 -1.1133 1.3782 -0.413
F -0.9251 -1.1623 -0.7890 -0.342
H 0.5342 2.2828 -1.4277 0.185
H -0.5369 0.7840 -1.9749 0.163
H 0.0615 -2.0584 1.7489 0.194
H 0.7060 -0.5310 2.1627 0.202
```

HOMO level: -8.815 eV
Multiplicity: 1
Total charge: 0
SMILES: C=NC(=C)F
Frontier orbital gap: 0.314 hartree
LUMO level: -0.26 eV



b) C3H4FN | wB97M-V/def2-TZVPD

XYZ file:
```
9
Properties=species:S:1:pos:R:3:nbo_charge:R:1
C 1.6459 0.2495 0.6377 -0.694
C 0.3646 -0.2110 0.0374 0.034
F 0.1837 -0.1543 -1.4726 -0.387
C -0.9059 0.2901 0.3353 0.235
N -2.1706 0.0252 0.6716 -0.230
H 2.0499 1.3486 0.8161 0.263
H 2.0591 -0.5336 1.6140 0.259
H 2.5209 -0.1697 0.0673 0.261
H 0.2835 -1.4039 -0.0084 0.257
```

HOMO level: -11.177 eV
Multiplicity: 1
Total charge: 0
SMILES: C[C@H](F)C#N
Frontier orbital gap: 0.397 hartree
LUMO level: -0.37 eV



c) C3H4FN | wB97M-V/def2-TZVPD

XYZ file:
```
9
Properties=species:S:1:pos:R:3:nbo_charge:R:1
C -0.5352 1.2860 -1.1543 -0.481
C 0.1322 0.1130 -1.3848 0.215
F 0.2855 -0.6916 -0.3006 -0.350
H -0.3518 1.7117 -0.1806 0.218
H -1.0390 1.9115 -1.9028 0.226
H 0.3928 -0.4688 -2.2136 0.182
C 1.9946 0.9474 0.8655 0.054
N 2.8282 1.6358 1.2764 -0.223
H 1.9308 0.7588 0.0129 0.159
```

HOMO level: -10.206 eV
Multiplicity: 1
Total charge: 0
SMILES: C=CF.C#N
Frontier orbital gap: 0.395 hartree
LUMO level: 0.54 eV



Of them, c) has the lowest stability.